{"formula": "C4H9O3", "method": "ωB97M-V/def2-TZVPD", "species": ["C", "C", "O", "H", "H", "H", "H", "H", "H", "C", "C", "O", "O", "H", "H", "H"], "positions_angstrom": [[-1.470283, -1.453028, 0.792614], [-2.938158, -1.285368, 0.952983], [-0.941765, -0.162839, 1.040537], [-1.085471, -2.100496, 1.680023], [-1.133672, -2.063617, -0.053691], [-3.186664, -0.266957, 1.195498], [-0.387078, 0.089458, 0.153420], [-3.352672, -1.812823, 1.837487], [-3.565119, -1.691010, 0.121859], [1.702386, 1.171619, 0.500894], [1.481876, 0.708299, -0.981373], [2.468804, 0.649718, -1.675282], [0.262185, 0.653447, -1.298995], [2.393734, 0.442075, 1.210508], [0.872127, 1.436937, 1.192274], [2.476112, 1.994691, 0.541826]], "atomic_forces_ev_per_a": [[1.2, -0.7, 3.2], [-2.6, -1.8, 0.2], [2.1, -0.1, -3.2], [-0.6, 0.7, -1.1], [0.0, 1.0, -0.5], [0.0, 0.5, -0.5], [-1.4, 0.1, 1.6], [0.4, -0.1, -0.3], [0.5, 0.6, 0.3], [3.2, -0.7, 3.1], [-1.2, 1.6, 2.0], [1.5, -0.6, -1.2], [-0.6, -0.9, 0.1], [-1.8, 0.9, -2.0], [0.2, -0.2, -1.0], [-1.1, -0.3, -0.6]], "homo_energy_ev": -4.68, "lumo_energy_ev": 3.912, "charge": -1}

{"formula": "C4H9O4", "method": "ωB97M-V/def2-TZVPD", "species": ["O", "C", "O", "C", "C", "C", "O", "H", "H", "H", "H", "H", "H", "H", "H", "H", "O"], "positions_angstrom": [[-2.086739, 1.116053, -0.869315], [-0.834902, 1.204072, -0.792519], [-0.128724, 2.036191, -1.391308], [-0.157280, 0.081631, 0.028266], [1.300433, -0.225326, -0.339912], [2.004285, -0.963343, 0.800784], [2.097567, 0.928532, -0.555735], [-0.760084, -0.803899, -0.110293], [-0.200560, 0.318282, 1.060468], [1.306911, -0.850008, -1.245926], [2.057365, -0.230288, 1.608044], [1.600505, -1.953461, 1.008044], [3.075902, -1.045484, 0.565835], [1.462728, 1.568965, -0.974346], [-3.084455, 0.046092, -0.046011], [-4.146626, -0.438858, 0.939964], [-3.506327, -0.789146, 0.313954]], "atomic_forces_ev_per_a": [[-0.1, 0.4, 0.3], [-0.6, -0.9, -0.4], [0.5, 0.4, 0.0], [0.6, 0.2, -1.1], [0.3, -0.2, 0.3], [0.9, 0.6, -0.7], [-0.4, 0.2, -0.2], [-0.2, -0.3, 0.0], [-0.1, 0.5, 1.2], [0.0, 0.0, 0.0], [-0.6, -0.5, 0.5], [-0.2, 0.2, 0.4], [-0.2, -0.4, -0.3], [0.1, -0.1, 0.1], [0.4, -0.6, -0.3], [-0.1, -0.2, 0.1], [-0.2, 0.6, 0.2]], "homo_energy_ev": -5.05, "lumo_energy_ev": 3.921, "charge": -1}

{"formula": "C4H9O4", "method": "ωB97M-V/def2-TZVPD", "species": ["O", "C", "O", "C", "C", "C", "O", "H", "H", "H", "H", "H", "H", "H", "H", "H", "O"], "positions_angstrom": [[-0.174407, -0.309006, 3.151153], [0.372795, -0.317724, 2.058399], [1.590404, -0.374036, 1.743681], [-0.817559, -0.339376, 0.828868], [-0.691998, 0.912017, -0.003342], [-1.045906, 0.647948, -1.450727], [0.177525, 0.439511, -2.145929], [-0.479501, -1.289429, 0.473065], [-1.919274, -0.363535, 1.141753], [-1.306064, 1.793817, 0.310044], [0.344407, 1.191980, 0.247776], [-1.716717, -0.277046, -1.514199], [-1.539586, 1.473798, -1.896531], [0.850627, -0.131417, -1.576553], [1.841791, -1.700085, -0.755271], [2.391681, -0.560927, 0.207708], [2.121779, -0.796489, -0.819895]], "atomic_forces_ev_per_a": [[0.5, 0.0, 1.5], [-2.7, 0.0, -1.1], [-0.1, 0.1, -0.1], [0.1, 0.9, 2.7], [-0.1, 0.3, 0.4], [1.7, -1.7, 0.3], [0.8, -1.3, 0.0], [-0.3, -0.5, -1.6], [1.7, -0.6, 0.4], [0.1, -1.0, 0.6], [-0.1, 0.5, -1.4], [0.6, 1.1, 0.0], [-0.5, 0.8, -0.7], [-1.5, 1.6, -1.0], [-0.2, -0.8, 0.2], [-1.9, -0.5, -2.6], [1.7, 1.0, 2.3]], "homo_energy_ev": -3.99, "lumo_energy_ev": 3.939, "charge": -1}

{"formula": "C4H9OP", "method": "ωB97M-V/def2-TZVPD", "species": ["C", "C", "C", "C", "O", "P", "H", "H", "H", "H", "H", "H", "H", "H", "H"], "positions_angstrom": [[0.178735, 0.526083, -0.603486], [2.105426, 1.149660, -0.263288], [-1.626025, -1.270925, -0.613173], [-0.241365, -0.731950, 0.154338], [-0.503841, 1.257066, -1.222236], [-0.942477, -0.200234, 1.798411], [2.172865, 2.281724, -0.038002], [2.728769, 0.876461, -1.192397], [2.496876, 0.601560, 0.525992], [-1.567052, -1.142819, -1.746876], [-1.685145, -2.369784, -0.411494], [-2.513867, -0.825150, -0.349527], [0.604980, -1.568921, 0.309551], [-1.529171, 1.086016, 1.560886], [0.321292, 0.331213, 2.091302]], "atomic_forces_ev_per_a": [[4.0, 0.9, 1.6], [-2.1, 0.9, -2.8], [4.1, -2.2, -1.8], [-1.8, -0.9, -1.8], [-0.4, -0.1, -0.4], [0.9, -0.1, 0.5], [-0.5, -1.9, -0.6], [-1.2, 0.6, 1.2], [0.5, -1.1, 1.7], [0.3, -0.2, 1.5], [-0.1, 0.9, -0.1], [-1.8, 1.3, 1.1], [-2.1, 2.1, -0.5], [0.3, -0.4, -0.5], [0.1, 0.4, 0.8]], "homo_energy_ev": -8.88, "lumo_energy_ev": 0.854}

{"formula": "C4H9OS", "method": "ωB97M-V/def2-TZVPD", "species": ["C", "O", "C", "C", "C", "S", "H", "H", "H", "H", "H", "H", "H", "H", "H"], "positions_angstrom": [[-1.304272, 0.526667, -1.121153], [-1.894910, 1.135033, -2.127540], [0.188165, 0.961232, -0.906699], [0.925212, 0.447238, 0.339428], [0.202820, -0.672782, 1.101470], [1.334297, -2.059614, 1.526915], [-1.752871, 0.634435, -0.086679], [-1.244090, -0.596224, -1.249198], [0.217313, 2.047830, -0.894240], [0.724410, 0.742591, -1.824532], [1.048700, 1.246832, 1.055042], [1.925815, 0.068300, 0.122474], [-0.217762, -0.317474, 2.030516], [-0.545890, -1.160055, 0.492735], [0.393062, -3.004008, 1.541461]], "atomic_forces_ev_per_a": [[0.8, -0.3, 0.2], [-0.3, 0.4, -0.1], [0.0, 0.3, -0.2], [-0.1, -0.6, 0.2], [0.2, -0.6, -0.1], [0.2, 0.1, 0.1], [-0.3, 0.1, 0.0], [-0.1, -0.1, 0.1], [-0.3, 0.3, 0.1], [0.2, -0.5, -0.2], [0.2, 0.4, 0.2], [0.1, 0.2, -0.3], [-0.3, 0.1, 0.1], [-0.3, 0.3, 0.0], [0.0, -0.2, 0.1]], "homo_energy_ev": -2.38, "smiles": "[O-]CCCCS", "lumo_energy_ev": 3.091, "charge": -1}

{"formula": "C4H9P", "method": "ωB97M-V/def2-TZVPD", "species": ["C", "C", "C", "C", "P", "H", "H", "H", "H", "H", "H", "H", "H", "H"], "positions_angstrom": [[-0.617160, -0.965840, 0.969963], [-0.978584, -1.624236, -0.349767], [-1.495980, -0.405011, -0.156703], [-2.390569, 0.665890, -0.566693], [2.921181, 0.157953, -0.181113], [-1.077077, -1.346840, 2.006179], [0.286719, -0.344139, 1.298409], [-0.595285, -2.300108, -1.007427], [3.180006, 1.483994, -0.335725], [-3.409459, 0.436955, -0.523422], [-2.374529, 0.948739, -1.697443], [-2.140376, 1.592703, -0.048242], [4.361518, 0.004735, -0.065046], [3.040204, -0.348128, -1.526275]], "atomic_forces_ev_per_a": [[-0.9, 0.9, 2.6], [-0.4, 4.7, 2.2], [1.0, -3.7, 0.4], [1.3, 1.9, -2.6], [1.2, -1.8, 0.2], [0.5, 0.5, -2.4], [-0.7, -1.2, -1.2], [0.5, -1.9, -1.6], [-0.1, 1.3, -0.8], [-1.6, -0.5, 1.0], [0.7, -0.7, 1.6], [-0.4, -0.1, 0.1], [-0.7, -0.3, 0.3], [-0.3, 0.7, 0.3]], "homo_energy_ev": -8.76, "smiles": "CC1=CC1.P", "lumo_energy_ev": 0.993}

{"formula": "C4H9P", "method": "ωB97M-V/def2-TZVPD", "species": ["C", "C", "C", "C", "P", "H", "H", "H", "H", "H", "H", "H", "H", "H"], "positions_angstrom": [[-0.469153, -0.527924, -1.006066], [-0.792292, 1.073212, 0.846771], [1.269998, -0.275873, 0.719541], [-0.257876, -0.371913, 0.479235], [-0.325779, -1.877572, -1.989873], [-0.603599, 0.500389, -1.515716], [-0.245717, 1.802671, 0.087204], [-0.604191, 1.370206, 1.836515], [-1.826884, 1.156158, 0.454800], [1.433892, 0.788522, 0.766817], [1.739308, -0.688271, 1.680294], [1.707207, -0.632649, -0.191933], [-0.874526, -1.083177, 0.991591], [-0.150388, -1.233778, -3.159180]], "atomic_forces_ev_per_a": [[0.1, 1.6, -1.5], [0.1, -0.1, -4.3], [0.0, -0.5, 1.4], [-0.5, 2.2, -0.1], [0.0, -0.9, 2.2], [0.4, -1.7, 0.6], [-0.8, -1.2, 1.8], [-0.1, 0.4, 1.3], [0.2, 0.1, 1.0], [0.6, 0.3, 0.0], [-1.0, 0.1, -1.5], [0.9, -0.5, 0.1], [0.3, -0.8, 0.7], [-0.3, 1.0, -1.5]], "homo_energy_ev": -9.22, "smiles": "[H]/P=C/C(C)C", "lumo_energy_ev": 0.270}

{"formula": "C4HClO2S", "method": "ωB97M-V/def2-TZVPD", "species": ["C", "C", "C", "C", "H", "O", "O", "S", "Cl"], "positions_angstrom": [[-0.169366, -0.043063, -0.871628], [-0.698968, 0.710772, 0.042070], [-0.043200, 0.584982, 1.378507], [0.767535, -1.123932, -0.445755], [-1.541334, 1.373158, -0.120123], [-0.238809, 1.253124, 2.371553], [1.364247, -1.906580, -1.137214], [1.142424, -0.830988, 1.297641], [-0.582529, -0.017472, -2.515052]], "atomic_forces_ev_per_a": [[-0.1, -1.6, -1.7], [-0.6, 1.2, 1.7], [-0.2, -0.1, 1.1], [2.0, 0.4, 0.4], [0.3, 0.2, 0.1], [0.3, -1.0, -1.7], [-1.1, 0.5, 0.5], [-0.5, 0.3, 0.1], [-0.2, 0.0, -0.4]], "homo_energy_ev": -10.43, "smiles": "O=C1C=C(Cl)C(=O)S1", "lumo_energy_ev": -1.466}

{"formula": "C4HCrO2", "method": "ωB97M-V/def2-TZVPD", "species": ["O", "C", "C", "H", "C", "C", "O", "Cr"], "positions_angstrom": [[0.876978, -0.141377, -2.199277], [0.966239, 0.192666, -0.941120], [1.773378, 0.379395, 0.144412], [0.020213, -0.542354, -2.403426], [-0.455350, -0.010109, 1.346524], [0.305148, 0.521269, 0.261979], [-1.425276, -0.802231, 1.160469], [-2.061330, 0.402739, 2.630438]], "atomic_forces_ev_per_a": [[0.3, -0.2, -0.5], [-2.3, 0.8, 1.5], [-0.4, 0.8, 0.7], [0.0, 0.3, 0.2], [-1.6, 1.4, 2.1], [3.7, -2.5, -3.1], [0.1, -0.7, -1.1], [0.2, 0.1, 0.4]], "homo_energy_ev": [-6.61, -7.86], "s_squared": 8.906, "lumo_energy_ev": [-1.071, -1.073], "multiplicity": 6}

{"formula": "C4HO4", "method": "ωB97M-V/def2-TZVPD", "species": ["C", "C", "C", "C", "O", "O", "O", "O", "H"], "positions_angstrom": [[0.337707, -0.221057, -0.187212], [-0.436122, -1.134671, 0.427828], [2.466760, -0.800804, 1.085567], [-1.088559, -2.243401, 0.888598], [-1.221671, -3.381720, 1.206583], [1.708556, -1.267903, 1.855517], [-1.893034, -1.137761, 0.781794], [1.592223, -0.358621, -0.403400], [-0.119123, 0.756432, -0.402611]], "atomic_forces_ev_per_a": [[-0.6, -0.1, 0.1], [0.3, 0.9, -0.6], [0.2, -0.9, 2.0], [0.0, -0.3, 0.0], [-0.2, -0.1, 0.1], [1.1, 0.5, -0.8], [-0.6, -0.1, 0.2], [0.0, 0.3, -1.1], [-0.2, -0.2, 0.0]], "homo_energy_ev": -3.87, "lumo_energy_ev": 4.058, "charge": -1}

{"formula": "C4N2", "method": "ωB97M-V/def2-TZVPD", "species": ["C", "C", "C", "N", "C", "N"], "positions_angstrom": [[-0.561922, 0.468187, 0.335010], [0.645493, 0.482874, 0.347989], [1.880230, -0.034352, 0.008560], [2.754240, -0.674969, -0.402968], [-1.860867, 0.109509, 0.042219], [-2.857174, -0.351248, -0.330808]], "atomic_forces_ev_per_a": [[0.6, -0.1, -0.1], [-0.7, -0.4, -0.3], [0.8, -0.6, -0.3], [-0.5, 0.8, 0.5], [-0.9, -0.4, -0.3], [0.7, 0.6, 0.5]], "homo_energy_ev": -11.49, "smiles": "N#CC#CC#N", "lumo_energy_ev": -1.204}

{"formula": "C4N2S2", "method": "ωB97M-V/def2-TZVPD", "species": ["C", "C", "C", "C", "N", "N", "S", "S"], "positions_angstrom": [[0.090655, 0.698323, 1.672568], [1.016615, -1.068676, -0.731765], [-0.855964, 0.823182, 0.756762], [0.122460, -0.713410, -1.646632], [0.979618, 0.603576, 2.422095], [1.850063, -1.421843, 0.005357], [-2.080028, 1.158569, -0.141769], [-1.123419, -0.079720, -2.336617]], "atomic_forces_ev_per_a": [[1.2, -0.1, 1.2], [1.0, -0.3, 1.0], [-2.0, 0.2, -2.2], [-2.2, 1.1, -1.4], [-0.2, -0.1, -0.2], [0.0, -0.1, -0.1], [1.1, -0.3, 0.7], [1.1, -0.6, 0.9]], "homo_energy_ev": [-7.98, -7.97], "lumo_energy_ev": [-2.214, -2.215]}

{"formula": "C4N4O", "method": "ωB97M-V/def2-TZVPD", "species": ["C", "C", "C", "C", "N", "N", "N", "N", "O"], "positions_angstrom": [[-2.220724, 0.025385, -0.083914], [-0.169480, -1.243860, 0.140481], [3.016728, 0.044030, -0.054629], [-0.802066, 0.023943, 0.064572], [-3.353530, 0.038075, -0.235822], [0.308441, -2.281017, 0.199428], [4.146811, 0.065742, -0.192509], [-0.114732, 1.092926, 0.125182], [-0.181929, 2.284919, 0.117993]], "atomic_forces_ev_per_a": [[0.1, 0.3, -0.1], [0.4, 0.1, 0.0], [-2.5, -0.1, 0.3], [-0.9, -0.1, -0.1], [-0.6, 0.0, 0.0], [0.2, -0.5, 0.0], [2.4, 0.1, -0.3], [1.6, 0.7, 0.2], [-0.6, -0.5, -0.1]], "homo_energy_ev": [-11.33, -11.61], "lumo_energy_ev": [-2.567, -4.637]}

These records have energy above the lowest of the compared OMol25 structures with the same formula, charge and spin values of 1.563 0.115 1.918 2.666 1.546 2.982 0.904 0.000 0.000 2.599 0.495 2.561 3.233 eV, in the order they appear.